[1]
A structure of composition C12H9Cl2IrN2O8, computed with ωB97M-V/def2-TZVPD.

Each line ends with the natural charge from an NBO analysis.
Positions of all 34 atoms, in Å:
H1 -1.9867 2.6161 -3.9325  0.233
H2 -0.6275 1.6885 1.3075  0.234
H3 -4.3314 2.5345 -3.1565  0.225
H4 -3.0054 1.4689 0.7710  0.223
C1 4.5401 -1.1238 2.6358  0.783
O1 -2.9476 -2.9167 -2.1932  -0.758
C2 -3.5267 2.3118 -2.4715  -0.161
C3 -1.1889 2.0150 -2.0543  -0.009
O2 1.5228 -1.3174 3.9637  -0.632
C4 -2.7961 1.7016 -0.2633  -0.158
H5 3.1783 -1.3096 4.0408  0.520
C5 -2.2133 2.3425 -2.9152  -0.229
C6 -0.3915 1.5171 0.2609  -0.400
O3 -0.9690 -2.8574 -0.9268  -0.846
C7 -1.4294 1.7133 -0.6748  -0.147
O4 -1.7021 -0.9426 -1.9629  -0.819
C8 3.7247 -1.1448 0.2141  0.039
O5 -0.1061 -0.8941 2.5122  -0.668
Cl1 -2.1606 -2.1572 -1.3369  2.553
Cl2 0.4065 1.9414 -2.6482  0.022
C9 3.4730 -1.1497 1.5806  -0.237
H6 4.6644 -1.1311 -0.3010  0.256
N1 1.5371 -1.1410 0.4496  -0.269
H7 2.3713 -1.1847 -1.4101  0.437
C10 -3.8078 1.9766 -1.1415  -0.215
N2 2.5452 -1.1453 -0.4157  -0.298
C11 2.0629 -1.1467 1.6699  0.069
Ir1 -0.7137 -0.8258 0.3624  1.107
O6 4.1658 -1.2294 3.8877  -0.669
C12 1.0964 -1.1252 2.8338  0.772
H8 0.6221 1.7506 -0.0366  0.228
O7 -2.8672 -1.7710 -0.1508  -0.830
O8 5.6925 -1.0066 2.3047  -0.581
H9 -4.8332 1.9424 -0.8028  0.226

As for the net charge: 0. The value obtained for the frontier orbital gap (spin up / spin down) is 7.07 / 7.03 eV. As for the LUMO energy (spin up / spin down): -1.901 / -2.123 eV. Its multiplicity is 1.

[2]
A structure of composition C12H9Cl5FeNO9Se, computed with ωB97M-V/def2-TZVPD.

Each line ends with the Löwdin charge.
Positions of all 38 atoms, in Å:
O1 -1.3348 -3.4439 -1.4018  -0.534
Cl1 -3.7408 3.5897 3.2190  0.615
H1 4.1222 0.5871 0.0677  0.122
H2 2.8233 -2.0729 -1.1487  0.123
Fe1 -0.0457 0.3150 0.2208  1.063
C1 -2.3574 1.7363 1.7756  -0.699
Cl2 -0.9795 2.5951 2.3774  0.701
H3 2.9619 0.3822 -2.5435  0.130
H4 2.1678 -3.0479 1.1719  0.114
Se1 -0.8062 -2.1736 -2.2652  0.729
N1 2.2197 -0.1099 -0.5936  -0.181
O2 3.5154 1.3143 2.3549  0.004
Cl3 -6.0454 -0.2835 0.2631  0.628
Cl4 -6.3108 2.1999 2.1159  0.621
C2 1.2382 1.5672 -2.0407  -0.606
C3 -4.6143 0.5004 0.8471  -0.708
C4 -4.7448 1.6025 1.6790  -0.719
O3 0.7077 -1.5650 1.3815  -0.107
C5 2.6385 -1.4842 -0.2491  -0.116
C6 2.0248 0.2540 -1.9934  -0.104
H5 3.5764 -1.3940 0.3063  0.113
H6 2.9798 1.8314 -0.4569  0.136
O4 1.3911 1.0676 1.6629  -0.176
C7 2.6588 1.1141 1.4904  -0.644
C8 1.6223 -2.3223 0.5642  -0.177
C9 -3.6049 2.2230 2.1609  -0.724
O5 -0.4782 -0.9526 -1.0836  -0.572
Cl5 -3.3017 -1.3749 -0.4944  0.775
O6 0.3629 1.7170 -1.0836  -0.115
O7 0.6432 -2.4505 -2.9610  -0.505
H7 1.4386 -0.5164 -2.4833  0.082
H8 0.9757 -2.8707 -0.0960  0.082
C10 -2.1642 0.6331 0.9254  -0.154
C11 3.0688 0.8768 0.0633  -0.113
C12 -3.3473 0.0273 0.4895  -0.676
O8 1.4720 2.3962 -2.9073  0.031
H9 1.1711 -0.9184 1.9403  0.074
O9 -1.9044 -1.5494 -3.2751  -0.511

As for the net charge: -2. The value obtained for the frontier orbital gap (spin up / spin down) is 7.61 / 7.59 eV. As for the LUMO energy (spin up / spin down): 4.092 / 4.084 eV. Its multiplicity is 6.

[3]
The ion C13H10BrO4S with charge -1, computed with ωB97M-V/def2-TZVPD.

Each line ends with the natural charge from an NBO analysis.
Positions of all 29 atoms, in Å:
O1 -1.7689 -0.0585 -0.0087  -0.927
H1 2.0343 0.5053 -2.2298  0.187
H2 -0.8111 0.7167 -5.4813  0.203
C1 0.3971 -0.8474 -2.0229  -0.422
C2 0.7642 1.5164 4.0096  -0.225
H3 -1.2953 -1.0165 4.9800  0.213
O2 0.1103 1.6236 -0.1659  -0.941
H4 0.7815 -1.8512 -1.7358  0.265
C3 0.7016 -0.8234 -0.5918  -0.332
C4 0.7912 0.6786 -4.0040  0.370
H5 1.1867 2.0528 1.9604  0.249
C5 -0.1642 0.3802 2.0956  -0.230
H6 1.3643 2.3297 4.4167  0.212
O3 -1.5257 -2.3030 -2.2441  -0.589
C6 1.1257 0.1382 -2.7325  -0.462
C7 -1.3493 -0.5593 -3.8731  -0.349
C8 -0.7289 -0.3580 4.3209  -0.226
H7 -2.3058 -0.8456 -4.3034  0.206
O4 1.5790 1.3895 -4.6518  -0.744
C9 -0.8513 -0.4935 2.9384  -0.198
H8 1.7442 -0.4919 -0.4036  0.249
C10 -0.9855 -1.2897 -2.6745  0.574
S1 -0.4162 0.3658 0.3116  2.094
H9 0.2350 0.7042 5.9412  0.209
H10 -1.4671 -1.2847 2.5151  0.246
C11 -0.5384 0.3193 -4.5118  -0.123
C12 0.6490 1.3815 2.6261  -0.212
Br1 0.6382 -2.5048 0.6600  -0.100
C13 0.1054 0.6259 4.8595  -0.198

As for the structure (SMILES): O=C1C=CC([O-])=C[C@H]1[C@H](Br)S(=O)(=O)c1ccccc1. As for the net charge: -1. The value obtained for the frontier orbital gap is 5.39 eV. As for the LUMO energy: 2.557 eV. Its multiplicity is 1.

[4]
A structure of composition C13H10F16KNO4S, computed with ωB97M-V/def2-TZVPD.

Each line ends with the natural charge from an NBO analysis.
Positions of all 46 atoms, in Å:
O1 -0.6370 -1.1098 -4.9928  -0.784
C1 -2.7646 -1.5651 -3.2594  0.417
F1 1.1108 2.0354 2.0562  -0.313
F2 3.5350 3.0498 2.7114  -0.321
F3 -4.0199 -3.6652 -3.3631  -0.269
H1 -5.8864 -2.0485 -4.9960  0.369
F4 2.3352 5.6077 4.8372  -0.311
F5 2.0703 -0.5675 -4.5831  -0.720
C2 1.4368 0.7871 4.0469  0.516
H2 3.5180 5.0299 2.5934  0.160
F6 -2.0726 -3.5869 -4.3958  -0.272
F7 4.6963 4.3228 4.0357  -0.315
C3 1.5133 -1.5543 -2.7173  0.006
H3 2.6986 -1.5624 0.6995  0.249
F8 -0.6230 1.1863 3.0464  -0.335
S1 -1.0955 -0.7581 -3.6551  2.008
C4 -2.7352 -3.1485 -3.2537  0.546
C5 0.1655 -0.9929 -2.3426  -0.379
C6 3.5342 4.2415 3.3492  0.500
O2 -6.8029 -2.3217 -5.0626  -1.308
O3 1.1096 4.2341 3.6321  -0.503
C7 -0.1895 -0.6421 -0.9529  0.096
F9 -3.5788 -1.2041 -4.3218  -0.265
N1 0.7686 -0.8637 0.0390  -0.506
O4 -1.4026 0.6894 -3.6824  -0.888
H4 1.7447 -1.8065 -3.8065  0.383
C8 -1.9893 -3.8199 -2.0260  0.918
F10 2.3950 3.5114 5.3324  -0.319
H5 0.2013 3.0087 5.0663  0.215
H6 3.5002 -2.1781 -1.7711  0.267
C9 0.5804 1.7838 3.2772  0.592
K1 -5.3964 -1.1052 -1.5852  0.942
F11 -0.6387 -4.0035 -2.2249  -0.292
F12 2.6631 1.2599 4.3188  -0.306
H7 -1.1945 -0.2076 -0.6917  0.249
H8 -0.7101 3.4206 3.6559  0.233
C10 2.0511 -1.4129 -0.2066  0.051
H9 0.5000 -0.6406 1.0054  0.445
F13 -3.3599 -0.9787 -2.1052  -0.393
F14 -2.5134 -5.1044 -1.9047  -0.301
C11 0.2883 3.1222 3.9834  -0.141
H10 0.9580 0.4978 4.9869  0.153
C12 2.4882 -1.7578 -1.5634  -0.245
C13 2.3385 4.3712 4.2966  0.845
F15 1.6180 -0.3487 3.3030  -0.347
F16 -2.2085 -3.2050 -0.8091  -0.325

As for the net charge: 0. The value obtained for the frontier orbital gap is 3.95 eV. As for the LUMO energy: -1.668 eV. Its multiplicity is 1.

[5]
A structure of composition C13H10F5NOOs, computed with ωB97M-V/def2-TZVPD.

Each line ends with the natural charge from an NBO analysis.
Positions of all 31 atoms, in Å:
H1 -2.0113 -1.4763 0.8865  0.353
H2 -1.6777 1.4063 -2.9546  0.257
C1 -0.3648 -2.5473 0.1961  -0.223
C2 1.1564 1.4292 -1.1433  -0.339
H3 2.2027 1.2332 -0.9352  0.257
H4 -1.9557 2.5242 -0.5006  0.252
C3 -0.8980 1.5241 -2.2097  -0.373
F1 -0.3130 0.1185 7.4067  -0.264
C4 -0.0984 1.2740 5.3428  0.237
C5 0.1255 -1.1373 5.4427  0.249
C6 0.1406 1.2457 3.9897  0.372
H5 0.0348 -2.7742 1.2070  0.169
Os1 -0.3930 0.1417 -0.7548  1.100
H6 0.8930 0.6088 -3.2199  0.256
F2 0.1062 -2.2809 6.1622  -0.277
F3 -0.3294 2.4477 5.9723  -0.279
N1 -1.3072 -1.5459 0.1622  -0.859
C7 -1.0440 2.1121 -0.9171  -0.304
C8 -0.0999 0.0858 6.0802  0.351
C9 0.4024 0.0189 3.2844  0.236
H7 1.6574 -1.5718 -0.1247  0.194
F4 0.5953 -2.3663 3.4932  -0.271
H8 0.4408 2.4116 0.7422  0.262
C10 0.4626 1.1015 -2.3549  -0.345
H9 -0.6531 -3.4592 -0.3607  0.158
O1 0.6557 -0.0114 2.0479  -0.432
C11 0.2209 2.0519 -0.2567  -0.361
F5 0.1451 2.4014 3.2852  -0.288
C12 0.3700 -1.1730 4.0915  0.342
C13 0.7067 -1.7058 -0.6419  -0.620
H10 0.8297 -2.0871 -1.6586  0.189

As for the net charge: 0. The value obtained for the frontier orbital gap (spin up / spin down) is 5.41 / 4.34 eV. As for the LUMO energy (spin up / spin down): -0.114 / -3.070 eV. Its multiplicity is 5.

[6]
A structure of composition C13H10F5NSZr, computed with ωB97M-V/def2-TZVPD.

Each line ends with the natural charge from an NBO analysis.
Positions of all 31 atoms, in Å:
C1 2.0570 1.1428 -1.6605  -0.326
F1 -1.1970 -1.3018 4.6075  -0.301
C2 0.7721 -3.1391 2.1276  0.277
C3 0.3669 -0.1314 -2.6489  -0.256
C4 -1.2014 -1.1849 2.2312  0.310
H1 2.1091 -1.1235 -1.6214  0.271
C5 0.2492 -2.6404 0.9598  0.341
H2 -0.5205 3.2506 -0.6552  0.252
S1 -1.4348 -1.0193 -0.4875  -0.204
F2 -2.0888 -0.1504 2.2886  -0.308
Zr1 0.1566 0.9104 -0.2217  1.605
H3 -3.1173 1.6329 -1.2297  0.229
N1 1.5744 0.5354 1.1945  -1.230
C6 1.5768 -0.2071 -1.8562  -0.372
H4 -0.7123 1.6147 -3.5437  0.225
C7 -2.3097 2.3320 -1.4431  -0.120
F3 0.7753 -3.2060 4.5102  -0.287
H5 -2.2704 2.6485 -2.4882  0.221
H6 1.7532 1.1751 1.9703  0.348
C8 0.1068 1.2431 -2.9304  -0.328
F4 1.7659 -4.0669 2.1016  -0.294
H7 -1.6523 2.5986 0.5948  0.273
C9 -0.7198 -1.7144 3.4081  0.313
C10 -0.7599 -1.6437 0.9644  -0.298
H8 2.9669 1.4448 -1.1417  0.271
C11 -1.3903 2.5811 -0.4736  -0.702
C12 0.2842 -2.6983 3.3653  0.277
H9 -0.1769 -0.9739 -3.0769  0.253
H10 1.1878 3.1274 -2.3350  0.239
F5 0.7373 -3.0757 -0.2250  -0.300
C13 1.1118 2.0392 -2.2855  -0.381

The calculation puts the relative energy (zero: lowest compared OMol25 entry of this formula, charge and spin) at 0.0 kJ/mol. As for the net charge: 0. The value obtained for the frontier orbital gap (spin up / spin down) is 5.96 / 5.96 eV. As for the LUMO energy (spin up / spin down): -1.435 / -1.435 eV. Its multiplicity is 1.

[7]
The molecule C13H10N2O3S, computed with ωB97M-V/def2-TZVPD.

Each line ends with the natural charge from an NBO analysis.
Positions of all 29 atoms, in Å:
C1 -2.5106 -1.0975 1.2620  -0.262
S1 -0.4679 1.5112 -2.3111  0.441
H1 3.5791 1.7083 0.2355  0.425
N1 1.8026 -0.7215 0.1427  -0.635
H2 -3.3193 -1.7247 1.1100  0.229
C2 0.7109 -0.8688 -2.5751  -0.273
C3 -1.4636 -0.8249 0.4099  -0.177
H3 -0.7228 1.2397 -4.7627  0.235
C4 -1.4625 0.3133 2.9171  -0.295
C5 0.4379 0.1460 -1.6584  -0.178
O1 4.0433 -0.5507 0.4883  -0.585
H4 -1.5301 -1.2562 -0.6230  0.233
H5 -3.6553 -0.5297 4.1907  0.482
C6 3.0387 -0.0787 0.0966  0.784
C7 0.1874 -0.5138 -3.8824  -0.249
C8 0.8163 0.2438 -0.1664  -0.042
C9 -0.4680 0.7299 -3.8552  -0.413
H6 1.2035 -1.8212 -2.3058  0.249
H7 0.3733 -1.0140 -4.8670  0.235
C10 -0.3596 0.0148 0.7936  -0.072
H8 1.5313 -1.3996 0.8316  0.431
H9 -1.3117 0.7222 3.9186  0.220
O2 1.3715 2.5065 0.6553  -0.549
C11 -0.4030 0.6010 2.0542  -0.174
O3 -3.7398 -0.9102 3.2594  -0.682
N2 2.9014 1.1853 -0.2631  -0.641
C12 1.6315 1.5341 -0.0344  0.703
C13 -2.5693 -0.4801 2.5186  0.315
H10 0.3549 1.3356 2.4206  0.245

As for the structure (SMILES): O=C1NC(=O)[C@@](c2ccc(O)cc2)(c2cccs2)N1. The calculation puts the relative energy (zero: lowest compared OMol25 entry of this formula, charge and spin) at 15.2 kJ/mol. As for the net charge: 0. The value obtained for the frontier orbital gap is 9.47 eV. As for the LUMO energy: 0.620 eV. Its multiplicity is 1.

| no. | maximum force (eV Å⁻¹) |
| --- | --- |
| 1 | 4.5 |
| 2 | 1.2 |
| 3 | 5.0 |
| 4 | 6.8 |
| 5 | 12.2 |
| 6 | 4.8 |
| 7 | 4.6 |